No. 1
Entry from OMol25: C14H28BaN6O6Se as an isolated structure in a non-equilibrium geometry (ωB97M-V/def2-TZVPD).

## Properties
Orbital gap (spin up / spin down) = 4.61 / 6.03 eV
Highest occupied orbital energy (spin up / spin down) = -6.60 / -6.60 eV

Last column: Löwdin charge in e.
Atoms and positions in Å:
O -0.84845 -1.89347 -2.52270  -0.251
H -0.11512 -1.62914 -3.35953  -0.040
Ba -1.58643 -1.16805 0.04174  1.788
N -3.37597 0.25237 -1.45988  -0.260
N -1.10494 1.21624 -1.82045  -0.095
N 0.59788 -2.83233 1.01465  -0.171
N 1.25586 -0.43813 0.30958  -0.077
O -4.39566 -0.47479 -1.27444  -0.146
O 0.29187 -4.07574 1.20772  -0.235
O 1.67547 0.81994 -0.07085  -0.146
O 0.09855 1.66721 -1.95177  -0.144
C -2.02495 1.63242 -2.74046  -0.272
C -3.31578 1.07570 -2.54730  -0.275
C 1.86361 -2.46058 1.31336  -0.318
C 2.21966 -1.11073 0.95321  -0.287
C -4.45995 1.29220 -3.46121  -0.031
H -4.32728 0.73384 -4.40025  0.097
H -4.54912 2.35222 -3.72627  0.079
H -5.38898 0.96161 -2.98845  0.076
C -1.70410 2.54131 -3.87274  -0.030
H -1.52602 1.97750 -4.80285  0.095
H -0.80454 3.12290 -3.64376  0.074
H -2.54258 3.22560 -4.06178  0.077
C 2.84504 -3.35858 1.97386  -0.052
C 3.55544 -0.53712 1.30918  -0.025
H 2.42883 -4.36192 2.07260  0.067
H 3.10072 -2.97677 2.97142  0.082
H 3.77313 -3.41044 1.39174  0.075
H 3.74106 0.37790 0.73820  0.073
H 4.36256 -1.25452 1.11444  0.078
H 3.59816 -0.28764 2.37950  0.080
H -1.18442 -4.01452 0.66385  -0.010
H 1.00479 1.09195 -0.79468  0.025
C 0.79676 -1.56470 -4.33675  0.072
H 0.38393 -2.01615 -5.23935  0.041
H 1.65874 -2.11241 -3.95220  0.047
H 1.01127 -0.49916 -4.44560  0.045
O -2.05933 -3.59640 0.31778  -0.366
H -1.16988 -2.77446 -2.79135  0.051
H -2.70904 -4.30807 0.21315  0.052
C 0.73778 3.47242 1.30177  -0.039
N 0.87793 2.45989 2.32540  -0.125
C 1.98169 2.34383 3.14749  -0.044
C 1.68102 1.41970 4.09781  -0.051
N 0.39006 0.99154 3.85555  -0.130
C -0.35868 0.13050 4.74521  -0.042
C -0.13477 1.64380 2.76172  -0.711
Se -1.82759 1.46662 2.08194  0.559
H 1.58053 3.40720 0.60616  0.096
H 0.72605 4.47351 1.75472  0.099
H -0.20232 3.30456 0.76919  0.052
H 2.87146 2.92494 2.98208  0.127
H 2.25495 1.04642 4.93270  0.125
H 0.22800 -0.77496 4.95873  0.100
H -0.57190 0.64321 5.69631  0.101
H -1.30503 -0.13829 4.26183  0.043


No. 2
Entry from OMol25: a 2-piece molecular cluster, C2H7NS overall in a non-equilibrium geometry (ωB97M-V/def2-TZVPD).

## Properties
Orbital gap = 6.16 eV
Highest occupied orbital energy = -6.45 eV

Last column: Löwdin charge in e.
Atoms and positions in Å:
S 1.06465 2.36759 1.47654  -0.178
H 0.39158 3.35605 2.02607  -0.451
C -0.45951 -0.21455 -0.65860  -0.173
C -1.45869 -1.07202 -0.50867  0.063
N 0.89923 -0.53575 -0.21714  0.138
H -0.50961 0.86274 -0.78827  0.088
H -2.45588 -0.86742 -0.82392  0.063
H -1.36063 -2.10634 -0.15973  0.077
H 1.16624 -0.01653 0.65051  0.039
H 1.07466 -1.54340 -0.13874  0.162
H 1.64798 -0.23038 -0.85804  0.170


No. 3
Entry from OMol25: a 2-piece molecular cluster, C16H17N overall in a non-equilibrium geometry (ωB97M-V/def2-TZVPD).

## Properties
Orbital gap (spin up / spin down) = 2.37 / 6.51 eV
Multiplicity = 2
Highest occupied orbital energy (spin up / spin down) = 0.94 / -3.37 eV
Charge = -1

Last column: Löwdin charge in e.
Atoms and positions in Å:
C -3.43438 0.72359 1.16550  -0.061
C -1.16969 -0.66424 1.65469  -0.122
C -2.02713 0.58410 1.68231  -0.169
C 0.00907 -0.27071 2.21649  -0.258
C -1.21745 1.60772 2.24523  -0.064
C -1.28495 -1.86843 0.93925  -0.068
C 1.07326 -1.07680 2.29253  -0.054
C -0.20123 -2.67401 0.93428  -0.116
C 1.01903 -2.27747 1.60341  -0.077
N 0.01112 1.09784 2.62536  0.087
H -2.05386 -2.02136 0.18875  0.109
H -4.11511 0.57326 1.91276  0.031
H -3.66498 0.26489 0.23147  0.067
H -1.36209 2.53431 2.61680  0.069
H 0.52670 1.39322 3.34865  0.079
H 1.94262 -0.69108 2.74105  0.093
H -0.34374 -3.62307 0.22977  0.133
H 1.81557 -2.97701 1.38773  0.079
H -3.51239 1.80457 1.03473  0.075
C 3.16323 1.02973 -1.27859  -0.144
C -0.61325 1.02915 -1.77316  -0.168
C -0.62648 0.24271 -2.94848  -0.191
C 0.64865 1.22994 -1.28595  -0.131
C 1.84625 0.66922 -1.76548  -0.364
C 0.45089 -0.52101 -3.29877  -0.207
C 1.72594 -0.37588 -2.77256  -0.122
H -1.50340 1.36075 -1.26640  0.059
H -1.40982 0.25170 -3.67927  0.053
H 0.77337 1.80282 -0.34235  0.089
H 0.45878 -1.17193 -4.13658  0.062
H 3.78918 1.44365 -2.11408  0.071
H 3.62420 0.05667 -1.12639  0.040
H 2.47821 -1.11110 -2.94399  0.041
H 3.18388 1.62423 -0.31871  0.077


No. 4
Entry from OMol25: C28H32F6N10O5S2Ti as an isolated structure in a non-equilibrium geometry (ωB97M-V/def2-TZVPD).

## Properties
Orbital gap (spin up / spin down) = 5.20 / 6.92 eV
Multiplicity = 3
Highest occupied orbital energy (spin up / spin down) = -5.22 / -6.65 eV

Last column: Löwdin charge in e.
Atoms and positions in Å:
Ti -0.20399 -0.32305 0.05139  0.910
C 2.98738 -3.35674 -1.11042  -0.045
C 2.01890 -2.34806 -1.20991  -0.133
N 1.03272 -2.20392 -0.35031  0.046
C 0.93860 -3.07292 0.70066  -0.142
C 1.87937 -4.10658 0.88836  -0.157
C 2.91746 -4.22963 -0.06300  -0.004
C 1.76394 -4.96820 2.00332  -0.061
C 0.73618 -4.77162 2.87656  -0.084
C -0.21014 -3.74253 2.70283  -0.011
C -0.15879 -2.86968 1.62438  -0.201
N -0.96843 -1.82899 1.26782  -0.039
C -2.18252 -1.49680 1.79497  -0.213
C -2.80753 -1.90894 2.96653  -0.013
C -4.09315 -1.45422 3.31406  -0.089
C -4.80250 -0.59797 2.52461  -0.063
C -4.21467 -0.13941 1.32302  -0.159
C -4.88530 0.71488 0.42038  -0.016
C -4.26509 1.10195 -0.73137  -0.049
C -2.95187 0.67590 -0.96846  -0.125
N -2.27865 -0.10444 -0.14925  0.000
C -2.91667 -0.55888 0.97148  -0.144
H 3.77502 -3.42039 -1.84827  0.108
H 2.07088 -1.62368 -2.01432  0.096
H 3.65233 -5.01573 0.06018  0.118
H 2.49080 -5.75634 2.14834  0.106
H 0.63592 -5.41422 3.74242  0.104
H -0.97895 -3.66618 3.44798  0.072
H -2.31403 -2.56155 3.66079  0.073
H -4.52735 -1.80453 4.24251  0.103
H -5.79626 -0.26640 2.79460  0.104
H -5.88873 1.04879 0.65437  0.115
H -4.75420 1.74199 -1.45209  0.104
H -2.43146 1.00445 -1.85609  0.085
N 0.29996 0.76476 -1.97495  -0.018
C -0.17854 0.67506 -3.37029  -0.221
C -0.22760 -0.75773 -3.85013  -0.244
N -1.31488 -1.48620 -3.23239  -0.060
C -1.29760 -2.90235 -3.54427  -0.251
C -2.36260 -3.62507 -2.73596  -0.267
N -2.13169 -3.40689 -1.31276  0.018
H 0.13756 1.71470 -1.62864  0.064
H 1.31684 0.69375 -1.99647  0.057
H 0.46410 1.26663 -4.02788  0.120
H -1.18626 1.08654 -3.43890  0.101
H 0.75787 -1.22861 -3.68206  0.103
H -0.38320 -0.75464 -4.93318  0.121
H -1.29255 -1.40715 -2.21358  0.054
H -0.31329 -3.35571 -3.32969  0.111
H -1.49264 -3.04265 -4.61215  0.116
H -2.37426 -4.68225 -3.02870  0.103
H -3.33495 -3.19967 -2.99130  0.112
H -1.42376 -4.01988 -0.92858  0.071
H -2.97128 -3.50058 -0.75892  0.074
F 4.45958 0.03847 -0.97061  0.142
C 4.56130 0.42367 0.29428  -0.669
F 4.74362 -0.65684 1.05208  0.145
F 5.61268 1.22880 0.41678  0.148
S 3.02115 1.28430 0.87170  0.617
O 1.98112 0.59938 0.12249  -0.361
O 3.05087 1.17769 2.29321  -0.245
N 3.13461 2.78391 0.45063  -0.278
S 2.88684 3.32083 -1.01074  0.593
O 1.61231 3.97871 -1.14617  -0.294
O 3.29668 2.43767 -2.06768  -0.271
C 4.09099 4.70914 -0.99342  -0.691
F 5.33189 4.27139 -0.82025  0.150
F 4.01738 5.36169 -2.15145  0.143
F 3.79756 5.56313 -0.00935  0.127
C 0.55747 5.61643 2.54506  -0.011
N 0.06831 4.32753 2.11706  -0.076
C 0.34379 3.08064 2.80458  -0.013
C -0.19609 2.08615 1.79426  -0.454
O -0.10714 0.86493 1.91850  -0.020
N -0.69013 2.72627 0.70836  0.195
C -0.48512 4.02883 0.93304  -0.416
N -0.85311 4.96956 0.05271  0.207
H 0.58082 5.64008 3.63266  0.097
H -0.11491 6.40848 2.21589  0.089
H 1.56419 5.81200 2.16743  0.096
H -0.17437 3.01242 3.76343  0.147
H 1.41198 2.90130 2.95346  0.126
H -1.05408 4.62481 -0.86993  0.112
H -0.41066 5.87020 0.09475  0.104


No. 5
Entry from OMol25: C19H29N2O3PS3Sn as an isolated structure in a non-equilibrium geometry (ωB97M-V/def2-TZVPD).

## Properties
Orbital gap = 3.63 eV
Highest occupied orbital energy = 1.10 eV
Charge = -2

Last column: Löwdin charge in e.
Atoms and positions in Å:
Sn 0.25140 -0.22250 0.04780  0.753
C 3.90440 4.83220 0.65380  -0.098
C 3.95180 4.36560 -0.79380  -0.369
O 4.10230 2.96540 -0.83670  -0.374
P 2.83490 1.98970 -1.12210  -0.174
S 3.45520 0.20730 -0.60510  0.187
S 1.15750 2.86850 -0.54330  0.245
O 2.88220 2.12790 -2.77730  -0.375
C 1.93070 1.38420 -3.49710  -0.379
C 2.59940 0.26750 -4.28400  -0.096
H 3.84870 5.91800 0.70940  0.060
H 4.78970 4.47840 1.17910  0.070
H 3.02410 4.40380 1.12780  0.044
H 4.81730 4.78830 -1.32340  0.106
H 3.03270 4.65960 -1.31610  0.068
H 1.41910 2.08440 -4.17290  0.107
H 1.18230 0.96030 -2.81420  0.041
H 3.34910 0.68400 -4.95620  0.061
H 1.85490 -0.28320 -4.85820  0.064
H 3.08740 -0.41350 -3.59050  0.048
O -1.80430 -1.50290 0.11230  -0.307
N -1.83670 -2.61410 0.78620  -0.230
C -2.99730 -2.97540 1.36910  -0.053
C -3.16090 -4.18330 1.99180  -0.115
C -2.06480 -5.05500 2.07740  -0.117
C -0.85380 -4.63130 1.56310  -0.133
C -0.71650 -3.41180 0.90480  -0.722
S 0.74160 -2.93470 0.21090  0.538
H -3.78690 -2.24470 1.26680  0.123
H -4.12600 -4.45420 2.39730  0.081
H -2.16650 -6.03420 2.52570  0.083
H 0.03120 -5.24360 1.63350  0.085
C 0.79760 0.65110 4.54280  -0.115
C 0.89240 1.08080 3.06800  -0.745
C 0.15250 2.42080 2.92080  -0.121
C 2.37180 1.32240 2.73590  -0.120
C 0.30880 0.00380 2.16970  -0.360
H 1.20400 1.42430 5.20150  0.057
H 1.35850 -0.26700 4.70290  0.064
H -0.23970 0.46950 4.82460  0.058
H 0.62350 3.19230 3.54020  0.059
H -0.89180 2.32800 3.22100  0.057
H 0.17990 2.74120 1.88450  -0.009
H 2.82770 2.02330 3.44240  0.060
H 2.46340 1.73680 1.73470  -0.002
H 2.92210 0.38380 2.74970  0.069
H -0.00720 -0.87420 2.74040  -0.050
C -4.22340 3.14980 -0.22610  -0.102
C -3.55030 2.91140 -1.41960  -0.094
C -2.49910 2.01360 -1.42110  -0.155
N -2.09020 1.36640 -0.33790  0.015
C -2.73100 1.58970 0.79770  -0.155
C -3.80150 2.45580 0.90990  -0.077
H -5.05080 3.85290 -0.17870  0.088
H -3.84630 3.41340 -2.33340  0.087
H -1.95380 1.78970 -2.32710  0.104
H -2.34620 1.02560 1.63540  0.078
H -4.30240 2.59810 1.85890  0.089


It is found that the relative energy (zero: lowest compared OMol25 entry of this formula, charge and spin) values, taken in the order of the records, are 0.0000; 2.6369; 2.4433; 0.8887; 0.0000 eV.